{
  "formula": "C93H116F12N21O25S12",
  "method": "the ωB97M-V functional and the def2-TZVPD basis",
  "elements": ["C", "C", "C", "C", "C", "C", "N", "O", "C", "C", "C", "H", "H", "H", "H", "H", "H", "H", "H", "H", "H", "H", "H", "H", "H", "H", "H", "H", "H", "C", "N", "C", "C", "C", "C", "C", "C", "C", "C", "N", "C", "C", "C", "H", "H", "H", "H", "H", "H", "H", "H", "H", "H", "H", "H", "H", "H", "C", "N", "C", "C", "C", "C", "C", "C", "C", "C", "N", "C", "C", "C", "H", "H", "H", "H", "H", "H", "H", "H", "H", "H", "H", "H", "H", "H", "C", "N", "C", "C", "C", "C", "C", "C", "C", "C", "N", "C", "C", "C", "H", "H", "H", "H", "H", "H", "H", "H", "H", "H", "H", "H", "H", "H", "C", "N", "C", "C", "C", "C", "C", "C", "C", "C", "N", "C", "C", "C", "H", "H", "H", "H", "H", "H", "H", "H", "H", "H", "H", "H", "H", "H", "C", "N", "C", "C", "C", "C", "C", "C", "C", "C", "N", "C", "C", "C", "H", "H", "H", "H", "H", "H", "H", "H", "H", "H", "H", "H", "H", "H", "C", "N", "C", "C", "C", "C", "C", "C", "C", "C", "N", "C", "C", "C", "H", "H", "H", "H", "H", "H", "H", "H", "H", "H", "H", "H", "H", "H", "C", "N", "C", "C", "C", "C", "C", "C", "C", "C", "N", "C", "C", "C", "H", "H", "H", "H", "H", "H", "H", "H", "H", "H", "H", "H", "H", "H", "N", "S", "O", "O", "F", "S", "O", "O", "F", "N", "S", "O", "O", "F", "S", "O", "O", "F", "N", "S", "O", "O", "F", "S", "O", "O", "F", "N", "S", "O", "O", "F", "S", "O", "O", "F", "N", "S", "O", "O", "F", "S", "O", "O", "F", "N", "S", "O", "O", "F", "S", "O", "O", "F"],
  "coordinates": [[0.065, -1.206, -2.084], [-0.261, -0.641, -0.691], [0.735, -1.278, 0.354], [2.145, -0.728, 0.237], [2.136, 0.803, 0.339], [1.132, 1.508, -0.638], [-0.258, 0.844, -0.522], [-1.245, 1.655, -1.200], [1.691, 1.579, -2.123], [0.984, 3.051, -0.184], [-1.644, -1.160, -0.409], [-0.218, -0.495, -2.860], [-0.464, -2.102, -2.407], [1.101, -1.489, -2.270], [0.648, -2.362, 0.430], [0.294, -0.911, 1.281], [2.602, -1.116, -0.673], [2.726, -1.041, 1.104], [3.085, 1.182, -0.041], [1.952, 1.062, 1.382], [0.829, 1.881, -2.718], [1.889, 0.532, -2.353], [2.537, 2.265, -2.160], [2.043, 3.255, -0.025], [0.373, 3.186, 0.709], [0.641, 3.645, -1.031], [-1.960, -0.804, 0.572], [-1.712, -2.248, -0.377], [-2.419, -0.790, -1.080], [-5.589, 4.565, -0.684], [-4.387, 5.217, -0.154], [-4.418, 6.241, 0.722], [-3.327, 6.707, 1.484], [-2.091, 6.068, 1.235], [-2.062, 5.039, 0.336], [-3.231, 4.624, -0.338], [-0.881, 6.605, 1.940], [0.103, 5.723, 2.442], [1.136, 6.115, 3.282], [1.188, 7.412, 3.713], [0.332, 8.337, 3.219], [-0.736, 7.938, 2.356], [2.244, 7.820, 4.613], [-5.879, 3.834, 0.071], [-5.353, 4.057, -1.620], [-6.340, 5.273, -1.032], [-5.388, 6.674, 0.917], [-3.421, 7.543, 2.162], [-1.127, 4.502, 0.265], [-3.224, 3.687, -0.876], [-0.001, 4.666, 2.247], [1.946, 5.498, 3.642], [0.547, 9.358, 3.496], [-1.472, 8.612, 1.941], [2.507, 8.878, 4.605], [3.142, 7.241, 4.397], [1.900, 7.363, 5.541], [0.112, -4.919, -0.957], [-0.001, -6.123, -1.875], [-1.202, -6.760, -1.887], [-1.377, -7.969, -2.565], [-0.302, -8.557, -3.268], [0.914, -7.826, -3.279], [1.124, -6.656, -2.513], [-0.404, -9.814, -4.094], [0.257, -9.770, -5.318], [0.136, -10.895, -6.123], [-0.699, -11.957, -5.766], [-1.412, -11.926, -4.640], [-1.313, -10.824, -3.763], [-0.864, -13.109, -6.670], [0.951, -4.294, -1.263], [0.442, -5.251, 0.027], [-0.827, -4.368, -0.913], [-1.999, -6.274, -1.344], [-2.403, -8.305, -2.560], [1.727, -8.038, -3.958], [2.029, -6.069, -2.567], [0.956, -8.991, -5.585], [0.756, -10.938, -7.006], [-2.094, -12.729, -4.401], [-1.781, -10.793, -2.790], [-0.069, -12.994, -7.408], [-1.918, -13.082, -6.946], [-0.738, -14.022, -6.089], [-0.521, 6.659, -3.467], [-1.277, 5.455, -3.801], [-0.492, 4.417, -4.227], [-1.135, 3.159, -4.548], [-2.535, 3.071, -4.460], [-3.232, 4.106, -3.907], [-2.596, 5.340, -3.630], [-3.234, 1.835, -4.917], [-2.938, 0.596, -4.347], [-3.656, -0.530, -4.555], [-4.783, -0.436, -5.332], [-5.017, 0.753, -5.970], [-4.216, 1.819, -5.805], [-5.545, -1.609, -5.612], [-0.068, 6.960, -4.412], [0.149, 6.380, -2.654], [-1.181, 7.403, -3.021], [0.574, 4.582, -4.166], [-0.542, 2.309, -4.850], [-4.308, 4.111, -3.809], [-3.096, 6.239, -3.303], [-2.130, 0.399, -3.658], [-3.467, -1.530, -4.194], [-5.827, 0.672, -6.679], [-4.309, 2.777, -6.295], [-6.600, -1.334, -5.634], [-5.367, -2.309, -4.796], [-5.299, -2.125, -6.540], [1.616, 3.594, 10.618], [0.917, 3.209, 9.401], [-0.258, 3.872, 9.004], [-0.877, 3.558, 7.791], [-0.306, 2.572, 6.949], [0.922, 2.066, 7.349], [1.544, 2.454, 8.598], [-1.060, 2.229, 5.714], [-2.420, 1.908, 5.682], [-3.049, 1.443, 4.566], [-2.413, 1.472, 3.348], [-1.081, 1.760, 3.270], [-0.376, 2.035, 4.486], [-3.281, 1.162, 2.155], [2.101, 2.699, 11.007], [0.915, 3.880, 11.402], [2.386, 4.340, 10.422], [-0.597, 4.555, 9.769], [-1.754, 4.107, 7.482], [1.471, 1.417, 6.683], [2.427, 2.011, 9.034], [-3.094, 1.907, 6.526], [-4.110, 1.245, 4.615], [-0.712, 1.526, 2.283], [0.654, 2.345, 4.393], [-2.895, 1.623, 1.246], [-4.303, 1.479, 2.367], [-3.259, 0.074, 2.210], [1.626, 2.491, -7.228], [2.291, 1.325, -6.584], [2.151, 0.071, -7.044], [2.782, -1.052, -6.484], [3.649, -0.902, -5.365], [3.817, 0.465, -4.901], [3.108, 1.530, -5.538], [4.320, -2.121, -4.727], [4.344, -2.308, -3.355], [4.860, -3.542, -2.884], [5.456, -4.445, -3.662], [5.399, -4.258, -5.019], [4.854, -3.064, -5.566], [5.858, -5.783, -3.164], [0.870, 2.880, -6.545], [1.147, 2.270, -8.182], [2.277, 3.348, -7.403], [1.387, 0.066, -7.806], [2.661, -1.969, -7.042], [4.359, 0.732, -4.007], [3.066, 2.533, -5.140], [3.910, -1.641, -2.624], [4.677, -3.868, -1.871], [5.829, -5.045, -5.620], [4.884, -2.923, -6.637], [5.023, -6.479, -3.080], [6.232, -5.632, -2.151], [6.586, -6.177, -3.873], [-10.842, -5.280, 7.120], [-9.875, -5.189, 5.944], [-8.735, -4.471, 6.034], [-7.934, -4.359, 4.853], [-8.285, -4.902, 3.649], [-9.469, -5.649, 3.596], [-10.192, -5.815, 4.796], [-7.450, -4.668, 2.515], [-6.382, -5.608, 2.213], [-5.430, -5.257, 1.299], [-5.599, -4.114, 0.585], [-6.653, -3.249, 0.781], [-7.607, -3.567, 1.731], [-4.556, -3.748, -0.429], [-10.226, -5.045, 7.987], [-11.068, -6.343, 7.212], [-11.716, -4.654, 6.939], [-8.576, -4.010, 6.998], [-7.097, -3.694, 5.004], [-9.846, -6.125, 2.703], [-11.037, -6.487, 4.803], [-6.316, -6.476, 2.853], [-4.584, -5.920, 1.193], [-6.715, -2.307, 0.257], [-8.462, -2.961, 1.994], [-5.046, -3.719, -1.402], [-3.828, -4.559, -0.419], [-4.191, -2.769, -0.120], [4.495, 4.534, 0.891], [5.625, 5.068, 1.633], [6.896, 4.739, 1.241], [8.031, 5.335, 1.839], [7.881, 6.223, 2.887], [6.596, 6.590, 3.234], [5.481, 6.027, 2.602], [9.118, 6.843, 3.528], [10.347, 7.057, 2.832], [11.363, 7.775, 3.424], [11.255, 8.064, 4.722], [10.208, 7.671, 5.517], [9.068, 7.139, 4.878], [12.297, 8.876, 5.285], [4.766, 4.542, -0.165], [3.650, 5.222, 0.897], [4.254, 3.505, 1.159], [6.966, 3.922, 0.538], [8.968, 5.202, 1.318], [6.422, 7.372, 3.958], [4.501, 6.426, 2.815], [10.468, 6.840, 1.781], [12.290, 8.084, 2.964], [10.233, 7.761, 6.593], [8.240, 6.710, 5.424], [12.189, 8.873, 6.370], [12.200, 9.903, 4.933], [13.250, 8.466, 4.951], [2.891, 4.968, -4.856], [3.279, 5.627, -3.561], [2.806, 6.992, -3.177], [4.571, 5.168, -3.039], [2.364, 4.630, -2.718], [4.115, 5.831, -5.725], [5.300, 5.019, -5.932], [4.351, 7.256, -5.572], [3.382, 5.744, -7.177], [-1.801, -3.260, -4.434], [-2.731, -4.380, -4.854], [-2.284, -5.747, -4.570], [-3.552, -4.097, -5.986], [-3.852, -4.068, -3.711], [-0.526, -3.711, -5.345], [-0.670, -4.092, -6.784], [0.520, -4.424, -4.599], [0.204, -2.286, -5.560], [-6.998, -0.234, -0.932], [-5.596, 0.028, -1.274], [-5.080, 1.349, -1.565], [-4.894, -1.066, -1.888], [-4.919, -0.183, 0.166], [-7.569, -0.250, -2.500], [-7.767, -1.476, -3.199], [-7.144, 0.873, -3.376], [-9.041, 0.172, -2.037], [4.467, -1.238, 5.570], [3.904, -0.075, 4.777], [4.879, 0.856, 4.230], [2.500, 0.182, 4.842], [3.869, -1.037, 3.489], [4.546, -0.296, 7.022], [3.266, -0.091, 7.693], [5.591, 0.740, 7.131], [5.085, -1.547, 7.852], [3.731, -6.110, -0.834], [4.308, -7.323, -0.289], [3.693, -7.986, 0.849], [5.744, -7.338, -0.438], [3.835, -8.211, -1.600], [3.717, -5.340, 0.697], [4.956, -5.010, 1.308], [2.495, -5.692, 1.520], [3.460, -3.836, 0.150], [-1.584, -3.977, 4.840], [-1.757, -3.081, 3.632], [-1.617, -1.636, 3.856], [-2.522, -3.583, 2.498], [-0.312, -3.414, 2.962], [-3.236, -3.782, 5.339], [-4.291, -4.197, 4.385], [-3.552, -2.785, 6.342], [-3.296, -5.032, 6.399]],
  "multiplicity": 2,
  "homo_ev": [-19.47, -19.47],
  "charge": 8,
  "s_squared": 0.756,
  "total_energy_ev": -343328.686
}